Entry 1:
C18H22NO10 | ωB97M-V/def2-TZVPD

## Properties
LUMO energy (eV): -3.354
Total charge: +1
Frontier orbital gap (eV): 7.7

Last column: natural (NBO) charge in e.
Cartesian coordinates (Å):
C 3.2099 2.9791 -2.3760  -0.2623
O 2.8365 3.0370 -1.0100  -0.5672
C 2.5286 1.8059 -0.3832  -0.0950
C 3.2143 1.6972 0.9974  0.0393
C 4.3415 2.6872 1.1814  -0.2574
N 5.4408 2.4024 0.1964  -0.5032
C 5.6532 0.9161 -0.0126  -0.2542
C 5.0380 0.1653 1.1476  -0.0917
O 3.6471 0.3497 1.2020  -0.4998
H 2.3476 3.1156 -3.0263  0.2079
H 3.9098 3.7876 -2.5806  0.1911
H 3.6752 2.0220 -2.6300  0.1645
H 1.4521 1.7278 -0.2351  0.2098
H 2.8246 0.9598 -1.0054  0.1846
H 2.4870 1.9108 1.7782  0.2511
H 4.7377 2.6459 2.1902  0.2387
H 3.9767 3.6899 0.9888  0.2633
H 6.3035 2.8599 0.4844  0.4392
H 5.1652 2.8341 -0.6861  0.4487
H 5.1386 0.6529 -0.9318  0.2281
H 6.7130 0.7097 -0.1143  0.2433
H 5.5210 0.4604 2.0857  0.1816
H 5.2427 -0.8938 1.0120  0.2358
C -1.7128 -1.5949 1.5704  -0.4082
C -0.4518 -1.1786 1.7365  0.3751
C -0.0872 -0.0081 2.6115  0.4688
O 1.1043 0.2660 2.6774  -0.6002
C -1.1344 0.7067 3.2960  -0.4163
C -2.4049 0.2993 3.1380  0.3567
C -2.7751 -0.8845 2.2664  0.4751
O -3.9564 -1.1578 2.2083  -0.5194
O -3.4340 0.8791 3.7164  -0.6107
O 0.5984 -1.7436 1.1482  -0.6525
H -1.9732 -2.4314 0.9379  0.2701
H -0.8639 1.5459 3.9210  0.2447
H -4.2271 0.3766 3.4406  0.5133
H 1.3812 -1.2594 1.4761  0.5044
C -5.0241 -2.9484 -3.6888  -0.3881
C -4.1595 -3.1806 -2.6931  0.3242
C -4.4767 -2.8409 -1.2575  0.4828
O -3.6200 -3.0921 -0.4256  -0.5739
C -5.7519 -2.2384 -0.9449  -0.4031
C -6.6208 -2.0050 -1.9406  0.3409
C -6.3106 -2.3518 -3.3787  0.4732
O -7.1702 -2.1042 -4.2012  -0.5278
O -7.8089 -1.4585 -1.7659  -0.6177
O -2.9622 -3.7210 -2.8654  -0.6267
H -4.8086 -3.1902 -4.7197  0.2480
H -5.9592 -1.9954 0.0878  0.2542
H -8.2274 -1.4168 -2.6482  0.5111
H -2.5679 -3.7946 -1.9757  0.5056

Entry 2:
C18H22NO2RuS4 | ωB97M-V/def2-TZVPD

## Properties
LUMO energy (spin up / spin down) (eV): -12.837 / -13.284
Total charge: +3
Frontier orbital gap (spin up / spin down) (eV): 4.9 / 4.2

Last column: natural (NBO) charge in e.
Cartesian coordinates (Å):
Ru -0.7400 0.5136 -0.0125  0.3843
C -0.3521 3.5703 1.4325  -0.5453
C -0.5483 2.6497 2.6250  -0.5457
S -0.2573 0.8795 2.2360  0.6473
C 1.5236 0.6431 2.4926  -0.5477
C 2.3351 1.2601 1.3728  -0.5351
S 1.6883 0.5399 -0.1596  0.4608
C 2.1047 1.7051 -1.4717  -0.5346
C 1.3075 1.2236 -2.6684  -0.5507
S -0.4598 1.0189 -2.2808  0.6454
C -1.1805 2.6780 -2.5423  -0.5460
C -0.8335 3.6535 -1.4341  -0.5413
S -1.3220 2.8293 0.1033  0.5678
H 0.6918 3.6842 1.1508  0.2328
H -0.7767 4.5535 1.6435  0.3004
H -1.5778 2.6818 2.9858  0.2913
H 0.1097 2.8977 3.4591  0.2921
H 1.6534 -0.4396 2.5481  0.2782
H 1.7712 1.0569 3.4719  0.2993
H 3.3860 0.9806 1.4634  0.2936
H 2.2630 2.3448 1.3498  0.2413
H 3.1738 1.6337 -1.6796  0.2958
H 1.8654 2.7231 -1.1746  0.2326
H 1.6363 0.2360 -2.9967  0.2850
H 1.3762 1.8979 -3.5234  0.2969
H -2.2563 2.5007 -2.6051  0.2901
H -0.8357 3.0166 -3.5209  0.2959
H -1.4371 4.5586 -1.5164  0.3007
H 0.2187 3.9274 -1.4289  0.2398
O -4.4388 -0.8191 -0.2278  -0.3922
C -3.2596 -0.7320 -0.1644  0.7141
O -2.6390 0.4777 -0.0968  -0.5758
C -2.3202 -1.8915 -0.1286  0.1084
C -2.8964 -3.1400 -0.2324  -0.2043
C -2.0792 -4.2452 -0.2083  0.0062
C -0.7020 -4.0707 -0.0397  -0.1311
C 0.1458 -5.2017 0.0349  -0.0939
C 1.4817 -5.0645 0.2511  -0.1766
C 2.0097 -3.7724 0.4096  -0.0989
C 1.2151 -2.6560 0.3301  -0.2601
C -0.1618 -2.7531 0.0847  0.2528
N -0.9956 -1.6365 0.0017  -0.4892
H -3.9704 -3.2039 -0.3366  0.2900
H -2.4910 -5.2430 -0.2997  0.2654
H -0.2980 -6.1834 -0.0729  0.2551
H 2.1223 -5.9329 0.3132  0.2662
H 3.0680 -3.6488 0.6004  0.2457
H 1.6821 -1.7016 0.4617  0.1931

Entry 3:
C18H22O5PSc | ωB97M-V/def2-TZVPD

## Properties
Relative energy (zero: lowest compared OMol25 entry of this formula, charge and spin) (eV): 0.975
LUMO energy (eV): 4.806
Total charge: -2
Frontier orbital gap (eV): 3.9

Last column: natural (NBO) charge in e.
Cartesian coordinates (Å):
Sc -0.8960 0.2430 -0.1307  1.4127
O -3.2964 0.2308 -3.5342  -0.6754
C -2.3641 0.0860 -2.7557  0.8044
O -2.4361 0.1677 -1.4686  -0.8089
C -1.0015 -0.3590 -3.3360  -0.3374
C -0.6737 -1.7358 -2.7407  0.0861
C 0.4658 -2.4222 -3.5049  -0.4311
C 1.7057 -1.6697 -2.9629  -0.4173
C 1.0446 -0.6188 -2.0758  0.0618
O -0.0404 -1.3831 -1.4955  -0.5198
C 0.3029 0.4256 -2.9395  -0.3585
C 0.0771 1.7932 -2.2497  0.7925
O -0.1145 2.7629 -2.9677  -0.6686
O 0.1370 1.7857 -0.9595  -0.7915
H -1.1291 -0.3996 -4.4158  0.2231
H -1.5393 -2.3604 -2.5331  0.2150
H 0.3340 -2.3132 -4.5828  0.1975
H 0.5099 -3.4841 -3.2643  0.2121
H 2.3184 -1.2203 -3.7454  0.1957
H 2.3247 -2.3259 -2.3515  0.2287
H 1.6628 -0.2147 -1.2773  0.2488
H 0.8714 0.6501 -3.8424  0.2248
C 1.6334 -2.8060 1.0493  -1.1491
P 0.2994 -1.0490 1.7860  0.9114
C 1.8565 -0.3767 2.5375  -0.9467
C -0.3417 -2.3073 2.9910  -0.9233
H 2.2598 -3.3829 1.7581  0.1490
H 2.2968 -2.3986 0.2666  0.1497
H 0.9299 -3.4996 0.5634  0.1629
H 2.0627 -0.8574 3.4990  0.1943
H 1.7628 0.6989 2.6912  0.2177
H 2.6929 -0.5833 1.8682  0.2132
H 0.4996 -2.7686 3.5144  0.1994
H -0.8718 -3.0956 2.4525  0.2104
H -1.0227 -1.8229 3.6907  0.2137
C -0.9548 0.2456 1.9972  -1.0108
C -0.9461 1.6314 2.2801  -0.0630
C -1.7343 2.5483 1.4973  -0.2230
C -1.7999 3.9026 1.7423  -0.2173
C -1.0932 4.4788 2.8009  -0.3726
C -0.3058 3.6301 3.5880  -0.2155
C -0.2225 2.2746 3.3469  -0.2879
H -2.3206 2.1296 0.6789  0.1728
H -2.4071 4.5301 1.0961  0.1843
H -1.1542 5.5414 3.0058  0.1756
H 0.2460 4.0486 4.4279  0.1727
H 0.3716 1.6500 4.0047  0.1876

Entry 4:
C18H23B2CrF7N5O7 | ωB97M-V/def2-TZVPD

## Properties
Relative energy (zero: lowest compared OMol25 entry of this formula, charge and spin) (eV): 0.592
Multiplicity: 5
LUMO energy (spin up / spin down) (eV): -5.040 / -7.120
Total charge: +1
Frontier orbital gap (spin up / spin down) (eV): 7.1 / 5.0

Last column: natural (NBO) charge in e.
Cartesian coordinates (Å):
Cr 0.0779 0.0881 0.8037  1.3059
C 3.3455 -1.8472 -1.1596  -0.7038
C 2.0673 -1.4476 -0.5287  0.4237
N 1.6625 -0.2456 -0.3505  -0.2137
O 2.5263 0.8021 -0.5346  -0.5327
B 3.2878 1.0698 0.6833  1.2746
F 3.6518 -0.0644 1.3557  -0.5183
F 4.2144 2.0097 0.4797  -0.4831
O 2.2840 1.8085 1.8206  -0.2566
N 1.2140 1.2091 2.1337  -0.0046
C 0.5397 1.6765 3.2107  0.3045
C 1.0484 2.7743 4.0553  -0.7005
C -0.6522 0.9422 3.5014  0.2333
N -0.9632 0.0879 2.5420  -0.0325
O -1.8232 -0.8488 2.7691  -0.3897
B -1.0701 -2.3369 2.8111  1.2831
F -2.0318 -3.1641 3.2224  -0.4825
F -0.0115 -2.0962 3.6438  -0.5189
O -0.6156 -2.7373 1.4605  -0.5171
N 0.3292 -1.9461 0.9191  -0.1296
C 1.1231 -2.4612 0.0519  0.2440
C 1.1701 -3.8948 -0.3263  -0.6903
C -1.3785 1.0297 4.7901  -0.6844
H 4.0144 -0.9972 -1.2456  0.2728
H 3.1354 -2.2353 -2.1606  0.2640
H 3.8234 -2.6404 -0.5868  0.2573
H 1.9290 3.2388 3.6250  0.2788
H 1.2965 2.3873 5.0481  0.2750
H 0.2599 3.5181 4.1885  0.2685
H 0.3906 -4.4536 0.1814  0.2752
H 2.1422 -4.3131 -0.0591  0.2618
H 1.0561 -3.9997 -1.4071  0.2530
H -1.5297 2.0712 5.0722  0.2557
H -0.7874 0.5465 5.5723  0.2710
H -2.3362 0.5225 4.7175  0.2766
O -1.4828 -0.4274 -0.3076  -0.7350
C -1.8860 -1.5373 -1.1445  -0.0576
C -2.9379 -1.1040 -2.1448  -0.4205
C -2.5972 0.1932 -2.8914  -0.4459
C -1.1739 0.2299 -3.3877  0.2211
C -0.7650 -0.5485 -4.4663  -0.2650
C 0.5620 -0.5077 -4.8613  -0.1595
C 1.4379 0.3138 -4.1655  -0.2660
C 0.9408 1.0565 -3.1078  0.0320
N -0.3332 1.0176 -2.7120  -0.4639
H -2.1985 0.2195 -0.0933  0.5334
H -2.2456 -2.3431 -0.5049  0.2107
H -0.9778 -1.8577 -1.6560  0.1793
H -3.9051 -0.9998 -1.6476  0.2276
H -3.0435 -1.9288 -2.8544  0.2290
H -2.7496 1.0592 -2.2477  0.2317
H -3.2882 0.2928 -3.7302  0.2372
H -1.4818 -1.1634 -4.9965  0.2240
H 0.9032 -1.0927 -5.7055  0.2273
H 2.4785 0.3947 -4.4483  0.2283
H 1.5902 1.7165 -2.5432  0.2144
F -0.2882 4.4380 -0.3150  -0.3006
C -1.4943 3.8772 -0.2781  0.9007
F -2.2440 4.5533 0.6010  -0.3070
F -2.0536 3.9775 -1.4808  -0.2959
C -1.4315 2.3917 0.1511  0.7319
O -2.4816 1.8100 0.3860  -0.6375
O -0.2435 1.9162 0.2520  -0.6945

Max |F| across the listed records, respectively: 0.6; 0.3; 2.4; 0.9 eV/Å.
Calculated total energy across the listed records, respectively: -1505.96671; -2590.98495; -2177.37758; -3293.43973 Ha.